Entry 1:
The following is a quantum chemistry calculation of a structure of composition C24H66Ca2N2O14S, from the OMol25 dataset.

ORCA input file:
```
! RIJCOSX wB97M-V def2-TZVPD def2/J DEFGRID3
* xyz 2 1
Ca 1.904 1.172 -1.820
Ca -1.497 -2.302 1.340
S 0.262 -0.257 0.107
O 0.294 -1.749 0.037
O 1.619 0.283 0.361
O -0.107 0.363 -1.174
O -0.725 0.008 1.175
C 1.377 4.431 -1.056
O 0.831 3.097 -1.147
H 0.569 5.153 -0.932
H 2.039 4.502 -0.195
H 1.881 4.657 -1.990
H 0.160 2.998 -0.430
C 3.095 -0.841 3.457
O 1.798 -0.595 2.967
H 3.117 -1.755 4.044
H 3.826 -0.924 2.644
H 3.444 -0.025 4.101
H 1.764 -0.131 2.118
C -0.756 -2.042 4.912
O -0.684 -1.696 3.511
H 0.241 -2.019 5.346
H -1.377 -1.310 5.426
H -1.193 -3.030 5.010
H 0.109 -1.131 3.377
C 0.137 -0.746 -3.802
O 1.479 -0.398 -3.480
C 2.357 -1.527 -3.509
C 3.752 -1.002 -3.186
N 3.706 -0.446 -1.833
C 5.001 0.044 -1.325
C 5.018 1.569 -1.344
O 3.878 2.122 -0.705
C 4.003 2.269 0.710
H 0.118 -1.225 -4.791
H -0.462 0.155 -3.833
H -0.217 -1.515 -3.109
H 2.346 -1.964 -4.511
H 2.058 -2.280 -2.770
H 4.037 -0.326 -3.994
H 4.386 -1.898 -3.276
H 3.448 -1.209 -1.203
H 5.885 -0.318 -1.852
H 5.081 -0.256 -0.277
H 5.025 1.904 -2.389
H 5.965 1.931 -0.930
H 4.320 1.335 1.180
H 3.031 2.556 1.100
H 4.744 3.039 0.934
C -5.967 -0.629 2.752
O -4.594 -0.896 2.968
C -3.700 0.041 2.396
C -3.789 0.081 0.888
N -3.437 -1.237 0.324
C -3.237 -1.175 -1.129
C -2.879 -2.545 -1.689
O -1.954 -3.201 -0.807
C -1.548 -4.473 -1.286
H -6.352 -1.142 1.857
H -6.173 0.433 2.586
H -6.513 -0.992 3.617
H -2.719 -0.323 2.722
H -3.807 1.040 2.836
H -3.087 0.820 0.499
H -4.798 0.371 0.576
H -4.244 -1.844 0.482
H -2.423 -0.471 -1.329
H -4.097 -0.803 -1.698
H -2.424 -2.441 -2.675
H -3.771 -3.178 -1.750
H -0.786 -4.352 -2.066
H -2.378 -5.013 -1.748
H -1.135 -5.062 -0.471
C 3.959 -4.744 -0.249
C 2.840 -3.940 0.364
C 2.703 -4.056 1.878
O 3.062 -2.556 0.004
H 3.849 -4.829 -1.329
H 4.011 -5.752 0.162
H 4.910 -4.265 -0.001
H 1.885 -4.198 -0.118
H 3.021 -5.024 2.261
H 1.683 -3.788 2.152
H 3.380 -3.340 2.345
H 2.205 -2.115 0.108
C -0.691 2.996 3.396
C -1.359 3.468 2.118
C -1.091 4.922 1.813
O -0.906 2.689 0.981
H -0.557 1.907 3.409
H -1.270 3.283 4.273
H 0.316 3.407 3.515
H -2.439 3.307 2.221
H -1.801 5.290 1.067
H -0.071 5.062 1.455
H -1.250 5.565 2.679
H -0.834 1.768 1.281
C -2.462 2.706 -2.175
C -3.747 3.006 -2.928
C -3.653 2.846 -4.424
O -4.782 2.086 -2.476
H -1.989 1.809 -2.586
H -2.649 2.642 -1.102
H -1.702 3.483 -2.306
H -4.103 4.016 -2.700
H -3.690 1.802 -4.731
H -2.733 3.304 -4.794
H -4.473 3.387 -4.894
H -4.848 2.172 -1.519
*
```

**DFT total energy**: -3870.09586 hartree
**HOMO**: -14.1 eV

***

Entry 2:
The following is a quantum chemistry calculation of a structure of composition C17H36Br14InO2, from the OMol25 dataset.

ORCA input file:
```
! RIJCOSX wB97M-V def2-TZVPD def2/J DEFGRID3
* xyz -1 1
O 4.605 -2.904 -0.295
C 4.274 -1.919 -0.906
O 4.553 -0.680 -0.470
C 3.425 0.225 -0.317
C 2.477 0.271 -1.510
In 0.659 -1.011 -1.293
H 3.802 -1.979 -1.895
H 3.884 1.197 -0.129
H 2.922 -0.066 0.609
H 2.138 1.303 -1.614
H 3.009 0.024 -2.432
H 1.257 -2.672 -1.167
H -0.143 -0.539 0.207
H -0.400 -0.792 -2.690
Br -0.827 -2.152 3.259
C 0.211 -3.778 3.033
C 0.639 -3.995 1.605
Br -0.816 -4.600 0.481
H -0.404 -4.594 3.402
H 1.086 -3.660 3.668
H 1.393 -4.778 1.560
H 1.022 -3.095 1.129
Br -3.471 0.485 2.725
C -5.046 0.028 1.694
C -5.242 -1.463 1.592
Br -3.973 -2.274 0.374
H -4.916 0.489 0.719
H -5.886 0.492 2.206
H -6.233 -1.681 1.199
H -5.110 -1.951 2.553
Br -3.142 3.821 4.913
C -2.194 2.452 5.916
C -0.700 2.580 5.754
Br -0.113 1.952 4.019
H -2.571 1.497 5.562
H -2.478 2.602 6.956
H -0.193 1.959 6.489
H -0.372 3.611 5.853
Br 5.965 -4.972 -6.288
C 6.213 -4.300 -4.475
C 4.914 -4.137 -3.735
Br 3.914 -2.587 -4.320
H 6.749 -3.361 -4.570
H 6.841 -5.035 -3.978
H 5.110 -3.975 -2.674
H 4.258 -4.994 -3.852
Br -0.363 6.818 5.320
C -2.182 7.435 5.568
C -2.370 8.144 6.883
Br -2.408 6.909 8.384
H -2.816 6.558 5.480
H -2.381 8.118 4.745
H -3.329 8.657 6.899
H -1.570 8.849 7.086
Br -5.566 3.723 2.116
C -6.504 3.989 0.440
C -7.980 3.708 0.555
Br -8.370 1.807 0.651
H -6.021 3.347 -0.291
H -6.348 5.031 0.169
H -8.503 4.070 -0.327
H -8.408 4.155 1.448
Br 4.474 -2.174 -9.831
C 5.419 -3.867 -9.755
C 5.857 -4.335 -11.117
Br 4.383 -5.031 -12.175
H 4.751 -4.573 -9.272
H 6.285 -3.695 -9.120
H 6.562 -5.157 -11.021
H 6.301 -3.533 -11.698
*
```

**DFT total energy**: -37046.11382 hartree
**HOMO**: -4.8 eV

***

Entry 3:
The following is a quantum chemistry calculation of a structure of composition C29H33N7O2PtS2, from the OMol25 dataset.

ORCA input file:
```
! RIJCOSX wB97M-V def2-TZVPD def2/J DEFGRID3
* xyz 0 1
Pt 0.346 -0.433 -0.171
N -2.736 7.337 -0.339
C -2.291 6.092 0.062
C -2.578 4.958 -0.703
C -2.168 3.711 -0.279
C -1.468 3.579 0.912
C -1.178 4.694 1.681
C -1.594 5.942 1.264
S -0.929 1.985 1.415
O -1.987 1.054 1.047
O -0.548 2.032 2.800
N 0.295 1.573 0.426
C 1.462 2.260 0.445
N 1.560 3.382 1.162
C 2.714 4.020 1.105
C 3.783 3.578 0.339
C 3.566 2.408 -0.373
N 2.426 1.741 -0.329
H -2.949 7.443 -1.317
H -2.264 8.131 0.060
H -3.132 5.063 -1.627
H -2.395 2.832 -0.865
H -0.627 4.566 2.600
H -1.380 6.815 1.868
H 2.786 4.925 1.698
H 4.720 4.110 0.298
H 4.341 1.986 -1.006
N -1.573 -1.485 2.184
C -0.290 -1.457 2.541
N 0.682 -0.958 1.812
C 1.923 -1.100 2.422
C 3.136 -0.675 1.899
C 4.287 -0.908 2.628
C 4.239 -1.558 3.861
C 3.032 -1.985 4.387
C 1.880 -1.747 3.656
S 0.228 -2.154 4.053
H -1.879 -0.771 1.514
H -2.244 -1.741 2.889
H 3.154 -0.183 0.935
H 5.239 -0.582 2.234
H 5.151 -1.730 4.415
H 2.989 -2.492 5.340
C -3.598 -4.841 -2.804
C -2.992 -3.519 -2.419
C -3.775 -2.375 -2.376
C -3.211 -1.156 -2.025
C -4.026 0.105 -1.987
C -1.857 -1.112 -1.754
C -1.031 -2.256 -1.725
C -1.643 -3.463 -2.087
N 0.275 -2.047 -1.303
C 1.438 -2.939 -1.459
C 1.276 -4.131 -2.405
C 2.582 -2.073 -2.010
C 1.849 -3.486 -0.086
H -4.657 -4.737 -3.031
H -3.496 -5.568 -1.997
H -3.103 -5.256 -3.683
H -4.826 -2.429 -2.633
H -5.087 -0.113 -2.080
H -3.746 0.770 -2.807
H -3.857 0.643 -1.053
H -1.415 -0.126 -1.553
H -1.103 -4.393 -2.073
H 0.908 -3.833 -3.387
H 0.638 -4.908 -1.995
H 2.266 -4.570 -2.539
H 2.403 -1.823 -3.055
H 3.533 -2.606 -1.937
H 2.660 -1.141 -1.441
H 0.996 -3.955 0.407
H 2.228 -2.692 0.552
H 2.637 -4.232 -0.200
*
```

**DFT total energy**: -2574.37177 hartree
**HOMO (alpha / beta)**: -7.1 / -7.0 eV
**Energy relative to the best compared isomer or geometry (same formula, charge and spin)**: 0.0 kJ/mol